No. 1
# C6H15N4O

An isolated ion of composition C6H15N4O and charge +1 at a distorted geometry (wB97M-V/def2-TZVPD, OMol25).

Summary:
HOMO energy, eV: -12.65
Kohn-Sham gap, Ha: 0.351
Charge: +1
Energy above the lowest of the compared OMol25 structures with the same formula, charge and spin, kJ/mol: 438.0
Structure (SMILES): C/N=[N+](\[O-])N1CC[NH+](C)CC1

Structure (XYZ):
```
26
Properties=species:S:1:pos:R:3:lowdin_charge:R:1
C 3.92735 0.37624 1.02651 -0.07
N 2.72011 1.06588 0.69263 0.06
N 1.65820 0.53762 1.12341 -0.32
O 1.58849 -0.48773 1.85289 -0.01
N 0.49434 1.14614 0.86680 -0.08
C 0.19696 1.51216 -0.51814 -0.11
C -0.35177 0.26984 -1.15220 -0.13
N -1.55207 -0.15244 -0.44418 -0.15
C -2.14527 -1.36796 -1.08680 0.00
C -1.21659 -0.53356 0.98268 -0.07
C -0.68930 0.74848 1.59425 -0.09
H 4.15900 -0.25351 0.21236 0.07
H 3.76820 -0.02275 1.97215 0.05
H 4.79317 1.13805 1.09460 0.12
H 1.15692 1.62121 -1.10703 0.15
H -0.37205 2.42958 -0.73675 0.15
H -0.74089 0.52218 -2.15536 0.15
H 0.36432 -0.60615 -1.19076 0.18
H -2.21806 0.59101 -0.43499 0.18
H -2.66837 -1.13187 -2.09386 0.14
H -1.56656 -2.11853 -1.52004 0.08
H -2.94609 -1.76114 -0.36620 0.14
H -0.42708 -1.32811 0.78482 0.16
H -2.08978 -0.83401 1.48482 0.12
H -1.42761 1.51846 1.48773 0.14
H -0.38680 0.48859 2.59062 0.14
```

***

No. 2
# C6H15N6O12Pb

C6H15N6O12Pb as an isolated structure at a distorted geometry (wB97M-V/def2-TZVPD, OMol25).

Summary:
HOMO energy (alpha / beta), eV: 2.21 / -2.30
Kohn-Sham gap (alpha / beta), Ha: 0.099 / 0.261
Charge: -2
Multiplicity: 2

Structure (XYZ):
```
40
Properties=species:S:1:pos:R:3:mulliken_spin:R:1
Pb 0.50802 0.55192 -0.80725 -0.02
O -1.91479 1.73598 -4.31172 0.00
C -1.18485 1.69641 -3.16797 0.04
O -1.64779 1.31597 -2.14798 0.01
O -0.02290 2.08877 -3.09670 0.00
H -2.76324 1.40194 -4.01149 0.00
O 3.08809 4.13649 0.28598 0.00
C 2.21837 3.20693 -0.20090 -0.03
O 2.43131 2.63407 -1.25992 0.00
O 1.36637 2.87410 0.56991 -0.01
H 2.69099 4.48780 1.08628 0.00
O 2.58652 -1.81897 -3.92608 0.00
C 1.96545 -1.20168 -2.98700 -0.06
O 2.11701 0.02723 -2.80259 0.00
O 1.21187 -1.79331 -2.23481 -0.11
H 2.82622 -1.00274 -4.37095 0.00
C 2.43460 -1.48297 1.16626 0.54
O 2.26619 -0.35813 0.70528 -0.22
N 3.51084 -2.09465 1.23622 -0.03
N 1.56081 -2.24384 1.66543 -0.18
H 4.35491 -1.65798 0.89422 0.00
H 3.38025 -3.09574 1.20725 0.01
H 0.60755 -2.12944 1.35189 -0.05
H 1.70912 -3.08030 2.21174 -0.06
C -1.53621 1.32442 2.14472 3.60
O -0.81299 0.95786 1.25494 -2.26
N -1.14091 1.78604 3.33661 -0.14
N -2.86327 1.18943 2.08397 -0.04
H -1.82923 1.79149 4.07572 -0.13
H -0.14091 1.83692 3.46892 -0.01
H -3.48946 1.15658 2.87575 -0.33
H -3.14445 0.83945 1.17923 -0.17
C -2.05115 -1.85114 0.24366 5.35
O -0.86416 -1.59168 0.09272 -2.57
N -2.94524 -1.10510 -0.24789 -1.06
N -2.53700 -2.76581 0.97453 0.12
H -2.66938 -0.40331 -0.91982 0.12
H -3.81358 -1.59815 -0.39952 -0.29
H -1.96528 -3.26359 1.64195 -0.45
H -3.49770 -2.50128 1.13940 -0.58
```

***

No. 3
# C6H15NO

A 2-piece molecular cluster, C6H15NO overall at a distorted geometry (wB97M-V/def2-TZVPD, OMol25).

Summary:
HOMO energy (alpha / beta), eV: 1.21 / -5.57
Kohn-Sham gap (alpha / beta), Ha: 0.091 / 0.336
Charge: -1
Energy above the lowest of the compared OMol25 structures with the same formula, charge and spin, kJ/mol: 113.1
Multiplicity: 2

Structure (XYZ):
```
23
Properties=species:S:1:pos:R:3:mulliken_spin:R:1
C 0.76219 0.42414 -1.46415 0.67
C 1.25514 -1.00017 -1.09083 -0.18
C 1.09546 -1.28401 0.40800 0.84
C -0.78473 -0.73015 1.88922 1.09
C -0.34330 -1.45115 0.85828 -1.51
C -1.13876 -2.53309 0.19266 1.30
N 1.65044 1.48913 -1.07281 0.06
H 0.74738 0.41965 -2.55358 -0.08
H -0.26564 0.52351 -1.11646 -0.26
H 0.56185 -1.62014 -1.65858 -0.09
H 2.29421 -1.13762 -1.38121 -0.02
H 1.55061 -0.49397 0.98961 0.20
H 1.58002 -2.24232 0.62620 -0.11
H -0.19903 0.08169 2.28479 -0.40
H -1.81849 -0.83829 2.21083 -0.44
H -0.65402 -3.05618 -0.61682 0.02
H -2.06695 -2.06986 -0.16400 -0.22
H -1.54309 -3.25619 0.90307 -0.12
H 2.34672 1.64288 -1.77862 -0.07
H 1.88957 1.63173 -0.10748 -0.06
H -1.99595 4.25577 1.32761 -0.25
H -2.53514 3.19189 0.36623 -0.19
O -2.07098 4.04638 0.39556 0.83
```

***

No. 4
# C6H15NO

C6H15NO as an isolated structure at a distorted geometry (wB97M-V/def2-TZVPD, OMol25).

Summary:
HOMO energy, eV: -8.04
Kohn-Sham gap, Ha: 0.313
Charge: 0
Energy above the lowest of the compared OMol25 structures with the same formula, charge and spin, kJ/mol: 324.8

Structure (XYZ):
```
23
Properties=species:S:1:pos:R:3:lowdin_charge:R:1
C -2.16478 0.72337 0.23607 -0.21
C -0.30771 -0.94157 -0.93501 -0.05
C -1.59194 1.99215 -0.28404 -0.06
N -1.82033 0.28337 1.40085 0.12
H -3.02141 0.29663 -0.28412 0.13
H -2.31751 -0.53635 1.73000 0.11
H -0.56433 0.33259 1.55493 0.09
H -2.21576 2.82730 0.05232 0.09
H -0.77355 -0.29756 -1.68054 0.03
H -0.95036 -1.67208 -0.44333 0.03
H 0.39044 -1.51229 -1.54453 0.03
H -0.57963 2.11904 0.09295 0.08
H -1.57756 1.98909 -1.37107 0.08
C 2.03649 0.37862 -0.68824 -0.06
C 1.61659 -1.69811 0.74073 -0.06
C 1.08639 -0.34840 0.25832 -0.64
O 0.66980 0.42448 1.24695 -0.17
H 1.92762 -2.34106 -0.08067 0.07
H 1.55883 1.26778 -1.09511 0.07
H 2.91195 0.69873 -0.11929 0.08
H 2.36270 -0.25926 -1.50803 0.07
H 0.85280 -2.21069 1.32522 0.08
H 2.47128 -1.51579 1.39564 0.08
```

***

No. 5
# C6H15NO

A 2-piece molecular cluster, C6H15NO overall at a distorted geometry (wB97M-V/def2-TZVPD, OMol25).

Summary:
HOMO energy, eV: -8.14
Kohn-Sham gap, Ha: 0.330
Charge: 0
Energy above the lowest of the compared OMol25 structures with the same formula, charge and spin, kJ/mol: 317.5
Structure (SMILES): C=CCCCNC.O

Structure (XYZ):
```
23
Properties=species:S:1:pos:R:3:lowdin_charge:R:1
C -0.95868 2.43387 -0.36292 -0.01
C -0.03318 1.62347 -0.89715 -0.20
C 1.39858 1.43010 -0.40116 -0.20
C 1.73391 -0.07839 -0.15894 -0.17
C 0.88576 -0.92825 0.86276 -0.26
N -0.51150 -0.65367 0.77034 -0.13
C -1.56992 -1.45881 1.44937 -0.10
H -1.98647 2.57189 -0.57847 0.04
H -0.60994 3.03860 0.45139 0.05
H -0.18656 1.09589 -1.87859 0.11
H 2.13937 1.89736 -1.11287 0.12
H 1.58172 2.08861 0.43583 0.09
H 1.55948 -0.55975 -1.18689 0.11
H 2.73979 -0.26073 0.11748 0.08
H 1.29587 -0.78637 1.83124 0.08
H 1.10535 -2.04845 0.83439 0.13
H -0.69461 0.32821 0.90340 0.07
H -1.25132 -2.39770 1.82243 0.05
H -2.15618 -0.91415 2.38849 0.13
H -2.27842 -1.65091 0.72735 0.02
O -0.51977 -1.30861 -2.20155 -0.04
H -0.28605 -2.18729 -1.96236 0.03
H -1.39727 -1.27491 -1.85360 0.02
```

***

No. 6
# C6H15NO

A 2-piece molecular cluster, C6H15NO overall at a distorted geometry (wB97M-V/def2-TZVPD, OMol25).

Summary:
HOMO energy, eV: -9.44
Kohn-Sham gap, Ha: 0.382
Charge: 0
Energy above the lowest of the compared OMol25 structures with the same formula, charge and spin, kJ/mol: 215.1
Structure (SMILES): C=CCCCCN.O

Structure (XYZ):
```
23
Properties=species:S:1:pos:R:3:lowdin_charge:R:1
C 1.21900 -1.97254 -1.57793 0.01
C 0.24281 -1.27166 -2.15776 -0.18
C -0.64402 -0.33859 -1.34911 -0.18
C 0.15882 1.00923 -1.10471 -0.21
C 1.11228 1.02274 0.05776 -0.20
C 0.43177 0.91128 1.43314 -0.29
N -0.88566 1.50573 1.66350 -0.01
H 1.91777 -2.65212 -2.03915 0.05
H 1.20534 -1.90501 -0.49511 0.06
H -0.15255 -1.44613 -3.15159 0.09
H -1.54637 -0.10967 -1.90777 0.10
H -0.83405 -0.83190 -0.39481 0.09
H -0.51845 1.86453 -1.06980 0.10
H 0.74225 1.15750 -2.01806 0.11
H 1.82910 0.20761 0.12197 0.10
H 1.62112 1.99053 0.00281 0.11
H 0.31137 -0.11228 1.80582 0.08
H 1.07906 1.30868 2.22487 0.11
H -0.90039 2.51124 1.79310 0.07
H -1.44288 1.35674 0.82360 0.05
O -1.57100 -1.74351 2.40366 -0.06
H -1.26779 -1.06240 1.80677 -0.03
H -2.10752 -1.40000 3.12881 0.04
```

***

Q: What is the charge in the first record?
A: +1

***

Q: charge of number 3 (C6H15NO)?
A: -1